Below is the ion C7H10N3 with charge +1 in a non-equilibrium geometry, with properties calculated with ωB97M-V with the def2-TZVPD basis set.

Each atom is followed by the atoms it is bonded to, with distances in Å.
Positions of all 20 atoms, in Å:
1 C -1.395 1.187 -0.699  C2 1.500, C3 1.335, H11 1.077
2 C 0.040 0.752 -0.651  C1 1.500, C6 1.552, N9 1.472, H12 1.101
3 C -2.319 0.563 0.034  C1 1.335, N8 1.380, H13 1.079
4 C 1.785 0.973 0.808  N9 1.308, N10 1.307, H14 1.079
5 C -0.837 -0.829 1.110  C6 1.527, N8 1.255, H15 1.080
6 C 0.276 -0.590 0.093  C2 1.552, C5 1.527, C7 1.521, N10 1.468
7 C 0.384 -1.794 -0.830  C6 1.521, H16 1.087, H17 1.088, H18 1.088
8 N -1.992 -0.345 1.021  C3 1.380, C5 1.255
9 N 0.944 1.657 0.077  C2 1.472, C4 1.308, H19 1.010
10 N 1.526 -0.308 0.810  C4 1.307, C6 1.468, H20 1.008
11 H -1.636 1.982 -1.384  C1 1.077
12 H 0.404 0.680 -1.687  C2 1.101
13 H -3.375 0.772 -0.042  C3 1.079
14 H 2.604 1.424 1.348  C4 1.079
15 H -0.618 -1.497 1.930  C5 1.080
16 H -0.551 -1.909 -1.374  C7 1.087
17 H 0.559 -2.703 -0.259  C7 1.088
18 H 1.188 -1.664 -1.551  C7 1.088
19 H 0.991 2.651 -0.096  N9 1.010
20 H 2.021 -1.005 1.343  N10 1.008

Properties
- E_LUMO (eV) = -3.68
- max |F| (Eh/bohr) = 0.025
- energy relative to the best compared isomer or geometry (same formula, charge and spin) (kcal per mole) = 13.54
- E_HOMO (eV) = -13.2
- frontier orbital gap (eV) = 9.566
- charge = +1
- structure (SMILES) = C[C@]12C=NC=C[C@H]1NC=[NH+]2
- electronic energy (eV) = -11884.427